Entry from the OMol25 dataset: a structure of composition C44H39Cl2CsF7N5O4Sb in a non-equilibrium geometry (ωB97M-V/def2-TZVPD).

Atoms and positions in Å:
Cs1 1.1860 0.5837 -1.5361
C1 -4.4741 1.4296 -0.8939
C2 -3.1471 1.3087 -0.4152
N1 -2.2858 2.2962 -0.4422
C3 -2.6774 3.4715 -0.9700
C4 -3.9756 3.7041 -1.4533
C5 -4.8880 2.6264 -1.3962
C6 -4.3110 4.9673 -2.0102
C7 -3.3675 5.9588 -2.1097
C8 -2.0622 5.7476 -1.6499
C9 -1.6829 4.5254 -1.0670
N2 -0.4323 4.1790 -0.7443
C10 0.5963 5.0420 -0.5276
C11 0.5200 6.2732 0.1108
C12 1.6817 7.0264 0.3679
C13 2.9129 6.5813 -0.0296
C14 3.0400 5.3302 -0.6877
C15 4.2771 4.8013 -1.1309
C16 4.3086 3.5838 -1.7406
C17 3.0922 2.8796 -1.8984
N3 1.9376 3.3441 -1.5180
C18 1.8943 4.5532 -0.9167
H1 -5.1322 0.5711 -0.8635
H2 -2.7881 0.3577 -0.0287
H3 -5.8956 2.7622 -1.7746
H4 -5.3156 5.1232 -2.3864
H5 -3.6201 6.9009 -2.5805
H6 -1.3056 6.5008 -1.8112
H7 -0.4400 6.6172 0.4688
H8 1.5937 7.9689 0.8943
H9 3.8033 7.1681 0.1627
H10 5.1842 5.3739 -0.9728
H11 5.2304 3.1429 -2.0929
H12 3.0923 1.8977 -2.3604
C19 0.1836 -5.2608 -0.2672
C20 0.1464 -3.8887 0.4075
C21 1.5361 -3.5162 0.9361
C22 -0.9051 -3.8278 1.4982
C23 -0.8051 -4.6698 2.5990
C24 -1.7379 -4.6406 3.6245
C25 -2.7993 -3.7533 3.5341
C26 -2.9390 -2.9032 2.4431
C27 -4.1011 -1.9366 2.3919
C28 -3.9141 -0.8125 3.4151
C29 -5.4526 -2.6254 2.5800
C30 -1.9763 -2.9071 1.4033
N4 -2.0448 -2.0110 0.3400
C31 -2.6339 -2.4580 -0.7735
C32 -3.2959 -3.7089 -0.9342
C33 -3.8446 -4.1122 -2.1472
C34 -3.7687 -3.3223 -3.2830
C35 -3.1130 -2.0870 -3.1779
C36 -2.5931 -1.6939 -1.9808
F1 -1.9368 -0.4989 -1.9107
H13 0.9192 -5.2699 -1.0755
H14 -0.7911 -5.5126 -0.6893
H15 0.4599 -6.0441 0.4453
H16 -0.1404 -3.1526 -0.3447
H17 1.9193 -4.2939 1.6043
H18 1.5055 -2.5814 1.4913
H19 2.2448 -3.3942 0.1119
H20 0.0306 -5.3598 2.6620
H21 -1.6424 -5.3022 4.4775
H22 -3.5371 -3.7255 4.3302
H23 -4.0816 -1.4997 1.3935
H24 -3.9655 -1.2098 4.4336
H25 -4.6878 -0.0460 3.3111
H26 -2.9399 -0.3367 3.2914
H27 -5.5388 -3.0760 3.5727
H28 -5.5920 -3.4123 1.8371
H29 -6.2704 -1.9057 2.4740
H30 -3.3562 -4.3588 -0.0684
H31 -4.3351 -5.0790 -2.2037
H32 -4.1794 -3.6500 -4.2280
H33 -2.9929 -1.4326 -4.0329
Cl1 0.4944 1.1550 4.3074
C37 0.5967 1.4580 2.5443
Cl2 -0.3040 0.2703 1.6040
H34 1.6374 1.4008 2.2395
H35 0.1600 2.4322 2.3563
F2 1.2673 0.1544 -3.9250
Sb1 2.2964 0.7200 -5.4315
F3 2.1880 2.5015 -4.8144
F4 0.6945 0.9503 -6.3951
F5 3.3149 1.2777 -6.9213
F6 2.4198 -1.0723 -5.9907
F7 3.8705 0.5267 -4.4006
O1 3.1423 0.6542 0.9262
C38 3.4587 -0.4000 0.3361
O2 2.9428 -0.8729 -0.7045
C39 4.6122 -1.1987 0.9434
C40 5.0627 -2.3607 0.3308
C41 6.0913 -3.1087 0.8928
C42 6.6773 -2.7059 2.0812
C43 6.2178 -1.5404 2.6689
C44 5.2007 -0.7784 2.1276
N5 6.8510 -1.0993 3.9281
O3 6.6250 0.0274 4.3159
O4 7.5666 -1.8937 4.5126
H36 4.5761 -2.6607 -0.5884
H37 6.4325 -4.0149 0.4089
H38 7.4689 -3.2690 2.5533
H39 4.8552 0.1263 2.6065

Atoms 1-3, force components in eV/Å:
-3.3 0.7 1.4
0.0 -0.1 0.1
-0.1 0.0 0.1

For the electronic energy, the calculation gives -113059.826 eV. The calculation puts the energy relative to the best compared isomer or geometry (same formula, charge and spin) at 29.9 kcal/mol. As for the multiplicity: 2. The gap between HOMO and LUMO (spin up / spin down) comes out at 5.2 / 3.7 eV. As for the charge: -2. The highest occupied orbital energy (spin up / spin down) is -1.8 / -1.8 eV.